{"formula": "C4H12NO", "method": "wB97M-V/def2-TZVPD", "symbols": ["O", "N", "C", "C", "C", "C", "H", "H", "H", "H", "H", "H", "H", "H", "H", "H", "H", "H"], "xyz": [[-1.062, 1.100, 1.114], [-0.707, 2.597, -1.715], [1.946, -0.632, 1.283], [0.533, -1.140, 0.892], [-0.863, -1.878, -0.960], [0.118, -1.109, -0.476], [-1.578, 2.443, -2.171], [-0.574, 0.254, 1.000], [-0.956, -2.143, -1.957], [-1.859, 0.750, 1.619], [-0.431, 3.550, -1.999], [0.345, -0.240, -1.116], [2.074, -0.641, 2.383], [-1.305, -2.570, -0.279], [2.695, -1.250, 0.766], [0.286, -1.934, 1.494], [-0.919, 2.449, -0.698], [2.256, 0.394, 0.820]], "s_squared": 0.75, "total_energy_ev": -7856.1992, "charge": 2, "molar_mass_g_mol": 90.146, "max_force_ev_per_a": 6.09, "spin_multiplicity": 2, "e_above_lowest_kj_mol": 391.20, "homo_ev": [-19.7634, -19.7634], "lumo_energy_ev": [-11.01, -13.63]}